[1]
Density functional theory data (ωB97M-V/def2-TZVPD) for an isolated ion of composition C4H13N2O and charge +1 in a non-equilibrium geometry.

```
20
Properties=species:S:1:pos:R:3:forces:R:3
C -1.80553 -0.89800 0.43514 -0.3540 0.7938 0.1469
O -2.81685 -0.35678 -0.39243 0.2167 0.5902 -0.4390
C -0.46952 -0.34406 -0.10445 -0.8971 -0.5882 0.7630
C 0.55586 -0.09896 0.99192 0.3759 -0.1130 -0.0572
C 2.00523 -0.03231 0.46847 -0.3991 -0.0314 -1.0079
N 2.11609 0.83578 -0.75923 -1.7364 -1.5083 0.2982
N -0.71680 0.93114 -0.81981 2.1995 -0.1655 -0.1658
H -1.95867 -0.57738 1.47065 0.0172 -0.0917 0.0323
H -1.83580 -1.96998 0.36672 0.3204 -0.5538 0.2177
H -3.62734 -0.85989 -0.39520 -0.2334 -0.3388 0.1980
H -0.16008 -1.09279 -0.82836 0.5519 0.3106 -0.3384
H 0.28939 0.79022 1.57640 -0.0889 -0.1175 -0.0796
H 0.44580 -0.96667 1.63651 0.2919 0.0175 0.4322
H 2.75969 0.23673 1.21494 -0.4037 -0.0440 -0.0304
H 2.20965 -1.02853 0.10101 0.3667 -0.3932 0.2533
H 2.74121 1.56771 -0.61199 1.1031 1.5673 0.2493
H 2.48442 0.28438 -1.52289 0.0803 0.0626 -0.0471
H 0.34804 1.17510 -1.08036 -1.4337 0.2048 -0.0357
H -1.15030 1.61057 -0.22065 0.1380 0.5744 0.6827
H -1.41450 0.79371 -1.52638 -0.1154 -0.1757 -1.0725
```
Positions in Å, forces in eV/Å.

The HOMO-LUMO gap comes out at 11.710 eV. The calculation puts the LUMO energy at -2.7389 eV. For the energy relative to the best compared isomer or geometry (same formula, charge and spin), the calculation gives 131.9 kJ/mol. The total charge is +1. The SMILES is NCC[C@H]([NH3+])CO.

***

[2]
Density functional theory data (ωB97M-V/def2-TZVPD) for a 4-piece molecular cluster, C5H13Cl2N3O6 overall in a non-equilibrium geometry.

```
29
Properties=species:S:1:pos:R:3:forces:R:3
C 13.89516 -1.33797 -7.07026 -0.2287 0.5010 0.5667
N 12.56819 -1.26856 -7.74533 0.2788 -0.9145 -1.3029
O 12.46278 -0.52857 -8.71379 0.0873 0.1510 0.3173
O 11.72750 -2.07176 -7.40714 -0.0255 0.3580 0.2832
H 13.99219 -0.40899 -6.50840 -0.0220 -0.1664 0.2143
H 14.69898 -1.32612 -7.80635 -0.3291 -0.2757 -0.0498
H 13.83890 -2.21979 -6.43204 0.3496 0.2665 -0.0765
C 7.48320 -4.50761 -11.33995 0.7003 0.3067 -0.2051
N 8.78137 -4.38737 -10.59255 2.1054 0.0313 2.0763
O 9.82999 -4.80530 -11.11009 -1.3946 0.3329 -0.4391
O 8.81989 -3.91623 -9.44912 -1.1035 -0.4640 -1.9323
H 7.68610 -5.16798 -12.18306 -0.2383 -0.1989 0.3855
H 7.28011 -3.52311 -11.76139 -0.0811 0.0614 0.2901
H 6.70904 -4.81182 -10.63552 0.1954 -0.0306 -0.2193
C 12.09345 -6.12246 -16.50689 1.3584 -0.9706 -0.3822
N 12.05780 -4.82921 -15.78312 -3.5067 2.7922 1.7551
O 11.58336 -4.83477 -14.58942 1.8779 -0.9614 -2.4243
O 12.21936 -3.74702 -16.34387 0.6726 -2.1957 0.1566
H 12.76999 -6.72440 -15.90022 -0.1246 -0.2025 -0.1528
H 12.48285 -6.05986 -17.52304 0.3263 0.7718 0.2954
H 11.16707 -6.67815 -16.65224 -0.4607 0.7579 0.8917
Cl 14.43387 -5.22072 -12.03326 -0.5709 1.2829 0.5601
C 13.16756 -4.12625 -11.38755 -1.0785 1.6447 -0.5653
C 13.46947 -2.58550 -11.45884 -0.1598 -1.8974 -0.6225
Cl 14.99303 -2.41379 -10.61953 0.6236 0.2575 0.4249
H 12.83178 -4.40842 -10.38969 0.6798 -0.2733 0.2674
H 12.25690 -4.31242 -11.95687 -0.1664 -0.5425 -0.5575
H 12.64964 -2.05816 -10.97109 0.1061 0.0327 0.5064
H 13.56637 -2.14549 -12.45136 0.1291 -0.4549 -0.0614
```
Positions in Å, forces in eV/Å.

The HOMO-LUMO gap (alpha / beta) comes out at 10.213 / 3.089 eV. The calculation puts the LUMO energy (alpha / beta) at -3.2665 / -10.3865 eV. The total charge is +1. As for the spin multiplicity: 2. The expectation value of S² is 0.75.

***

[3]
Density functional theory data (ωB97M-V/def2-TZVPD) for C14H35BaN2O4Se2Si2Te as an isolated structure.

```
61
Properties=species:S:1:pos:R:3:forces:R:3
Ba 1.19969 1.79870 0.11636 -0.5521 0.2696 -0.1414
O -2.34342 4.79569 2.50421 0.1950 -0.5668 0.1260
C -1.70908 4.85997 1.21988 0.0949 -0.1871 -0.1906
C -2.35280 3.92931 0.17198 -0.0359 0.0715 0.2372
C -3.81464 4.41384 -0.04432 0.0860 -0.0446 -0.0271
O -4.65639 4.30382 1.08742 0.2121 0.0149 0.3493
C -2.43677 2.43917 0.62674 -0.0971 0.1164 0.0503
Se -1.28430 1.69648 2.08255 0.1159 0.1697 -0.1516
C -1.69004 4.11133 -1.21602 -0.1339 0.1388 -0.0624
Se 0.26436 4.38270 -1.48449 0.0041 -0.2499 0.2095
H -2.06411 3.93321 2.89583 -0.1194 0.4159 -0.2965
H -0.63821 4.64275 1.30129 -0.1727 -0.0113 0.0478
H -1.80309 5.89686 0.88611 0.0157 -0.0354 -0.0394
H -4.28198 3.82505 -0.84265 0.0615 0.0129 0.0076
H -3.77771 5.45906 -0.38291 0.0223 -0.0220 -0.0084
H -4.09583 4.52351 1.86118 -0.2008 -0.0415 -0.3024
H -2.35791 1.79326 -0.25246 0.0790 0.0392 -0.0068
H -3.43595 2.28032 1.02764 -0.0039 -0.0180 -0.0671
H -2.12236 5.00866 -1.66582 0.0274 -0.0251 0.0098
H -2.00168 3.27961 -1.85193 0.0182 0.0081 0.0516
N 3.73511 1.62558 -1.99384 -0.0648 0.0968 0.0078
N 4.82800 1.25699 -1.18175 -0.2879 -0.0045 -0.0519
C 4.58547 1.10343 0.20888 -0.1160 -0.1430 -0.2267
O 5.55282 1.19890 0.95169 -0.0432 -0.0632 0.1101
O 3.36257 0.83247 0.50492 0.8640 -0.0751 0.3053
H 3.73363 1.06833 -2.83744 -0.0332 -0.0078 -0.0155
H 3.76658 2.60777 -2.25016 0.0250 -0.0332 -0.0028
H 5.71016 1.70167 -1.38528 0.0070 0.0233 0.0675
C -1.67288 -1.01564 -2.97070 -0.0114 0.0538 0.0112
Si -1.62560 -2.48239 -1.81241 0.0711 -0.0175 -0.1001
C -2.25377 -2.01850 -0.13006 -0.1033 0.0627 0.1349
C -2.69055 -3.84838 -2.52038 -0.0582 -0.0066 -0.0153
C 0.12925 -3.14619 -1.69523 -0.0364 0.0852 0.0275
Te 1.50523 -1.56799 -1.23854 0.1160 -0.0833 -0.1894
C 2.89076 -2.61074 0.00832 -0.0606 0.1574 0.1063
Si 2.29403 -2.88559 1.77085 -0.0078 0.0761 -0.0418
C 0.75786 -3.95027 1.82175 -0.0332 -0.0203 -0.0084
C 1.92132 -1.24836 2.56911 0.0788 0.1043 -0.0281
C 3.66726 -3.76491 2.68695 0.0216 -0.0388 0.0227
H -2.69076 -0.62947 -3.04483 -0.0466 0.0188 -0.0151
H -1.34353 -1.28653 -3.97419 0.0254 -0.0234 -0.0638
H -1.04541 -0.19048 -2.62893 0.0335 0.0404 0.0301
H -3.25060 -1.57996 -0.21096 -0.0569 -0.0031 -0.0072
H -1.63526 -1.28101 0.38295 0.0807 0.0566 0.0258
H -2.33611 -2.89531 0.51502 0.0038 -0.0383 0.0328
H -3.73142 -3.53227 -2.60453 -0.0488 0.0109 -0.0069
H -2.66115 -4.72858 -1.87750 -0.0061 -0.0721 0.0299
H -2.34765 -4.14261 -3.51241 0.0166 -0.0314 -0.0691
H 0.45600 -3.61119 -2.62369 0.0074 -0.0249 -0.0300
H 0.16021 -3.89767 -0.90691 0.1262 0.0221 0.0831
H 3.71980 -1.90064 0.05107 0.0913 0.0069 0.0091
H 3.24257 -3.50013 -0.51222 -0.0716 -0.0368 -0.0443
H -0.07196 -3.46431 1.30881 -0.0547 0.0366 -0.0274
H 0.45299 -4.09372 2.85957 -0.0130 -0.0295 0.0599
H 0.91612 -4.93372 1.37871 -0.0016 -0.0806 -0.0438
H 1.00823 -0.80892 2.15881 -0.0683 0.0119 0.0107
H 2.73941 -0.54018 2.41413 -0.0194 -0.0365 0.0027
H 1.76507 -1.37000 3.64167 -0.0303 -0.0214 0.0703
H 3.88549 -4.73248 2.23306 0.0321 -0.0596 -0.0242
H 3.39170 -3.93856 3.72777 -0.0138 -0.0104 0.0679
H 4.58126 -3.17175 2.67733 0.0705 0.0420 0.0006
```
Positions in Å, forces in eV/Å.

The HOMO-LUMO gap comes out at 6.384 eV. The calculation puts the LUMO energy at 1.8985 eV. For the energy relative to the best compared isomer or geometry (same formula, charge and spin), the calculation gives 65.2 kJ/mol. The total charge is -1.